DFT (ωB97M-V/def2-TZVPD) results for C45H53F4N7RbS2Si2 as an isolated structure at a distorted geometry.

Properties
ΔE to the lowest compared entry with this formula, charge and spin	2.170	eV
HOMO level (alpha / beta)	-4.314 / -4.327	eV
total energy	-3928.89211	Ha
total charge	-1

```
114
C45H53F4N7RbS2Si2 | OMol25 | ωB97M-V/def2-TZVPD
H -2.034 -4.877 -3.409
C 3.501 -0.999 1.940
C 2.415 3.900 6.305
N 1.976 1.799 0.536
C 3.747 3.548 5.968
C 0.703 4.660 7.953
C 0.821 -2.100 -3.537
C 3.588 2.633 2.339
H -3.926 0.148 -2.041
S -1.647 0.492 -3.521
H 1.369 -5.615 0.176
Rb 0.142 0.174 -0.514
H 2.438 0.098 -6.506
N 6.016 2.676 1.498
H -0.903 -5.360 1.691
C -2.307 2.866 -4.653
C 3.278 -3.179 0.028
H 1.443 -5.206 -3.585
H 3.529 -0.363 2.820
H 0.656 -1.953 -2.474
C -0.112 -3.360 1.758
H -2.093 1.102 1.269
H 4.342 -1.685 2.030
C -0.839 -2.977 -6.034
H 0.382 -5.841 -4.848
H -5.695 0.286 -1.895
C 0.845 -4.713 -0.154
H -2.228 2.326 -5.587
C 2.307 0.585 -3.335
H -1.927 -2.670 3.611
C 2.962 4.624 8.627
H -0.753 2.232 1.570
H 3.233 -2.599 -0.900
H 1.768 -1.522 -6.725
H 4.556 -1.386 -4.819
C -4.881 0.247 2.245
C 1.492 3.727 5.244
C -2.548 4.238 0.138
H -4.660 1.693 -1.571
C -2.115 2.894 0.073
C -1.265 -4.336 1.786
H -1.399 -3.801 -2.158
H -3.120 5.958 -3.494
H 3.285 -4.233 -0.240
H 1.774 0.561 3.094
C -2.177 2.899 -2.237
H 3.036 1.247 -3.808
H -1.270 -1.974 -6.011
H -0.188 -4.983 -0.349
F 4.685 3.600 6.909
H 2.647 0.407 -2.309
H 0.130 0.247 3.596
C 0.944 -3.602 0.866
H -0.776 -1.750 4.564
C -0.053 -2.243 2.597
H 1.707 -4.752 -5.270
N 3.647 4.855 9.525
C -2.763 4.916 -1.026
C 2.039 4.376 7.581
C -2.588 4.264 -2.266
F 5.386 2.794 4.525
H -3.568 -1.479 2.290
H 4.227 -2.957 0.508
H -5.136 1.994 0.938
Si -0.197 -3.441 -4.319
H -2.687 4.712 1.101
C 3.810 -1.921 -4.227
C -5.365 0.926 0.955
C -2.046 2.171 -3.474
H -4.217 0.900 2.820
Si 2.131 -1.030 -4.297
H 1.345 1.106 -3.305
H -2.484 -3.163 -3.373
H -6.443 0.802 0.808
C 1.087 -1.424 2.600
H -2.853 4.710 -5.610
C 0.937 -4.959 -4.521
S -3.003 -1.881 -0.479
C -1.821 2.156 1.351
H 4.177 -1.978 -3.200
H -3.074 5.955 -1.018
H 1.469 -0.462 4.499
N -4.624 0.236 -0.086
C -1.665 -3.867 -3.214
H -1.960 -4.134 0.969
C -3.948 -0.826 0.383
C -2.677 4.215 -4.662
H 3.674 -0.369 1.065
H 0.729 -0.204 -6.164
H -1.615 -3.669 -6.369
H 1.279 -4.396 -1.103
C -2.823 4.915 -3.492
C 1.733 -0.628 -6.098
C -1.169 -1.895 3.556
H 3.736 -2.940 -4.614
C 4.936 2.640 1.903
C 2.200 -1.760 1.820
C 2.111 -2.836 0.926
H -1.827 -4.290 2.714
C 4.113 3.133 4.722
F 0.906 3.159 3.081
C 2.675 2.218 1.356
N -1.936 2.263 -1.063
N -0.360 4.895 8.336
H -0.040 -2.985 -6.779
C 1.117 -0.204 3.495
N -4.177 -0.916 1.725
C 3.197 3.008 3.651
H -2.357 2.611 2.184
H -1.660 -0.963 3.258
F 0.206 4.008 5.443
C -4.736 0.609 -1.475
H -5.705 -0.056 2.891
C 1.859 3.293 4.006
```